[1]
ORCA calculation (ωB97M-V with the def2-TZVPD basis set) on the ion H2S with charge +1 at a distorted geometry.

Computed properties:
E_LUMO (alpha / beta), eV: -5.51 / -11.04
HOMO (alpha / beta), eV: -20.19 / -21.68
⟨S²⟩: 0.7530
Relative energy (zero: lowest compared OMol25 entry of this formula, charge and spin), kJ/mol: 13.45
Largest force on an atom, eV/A: 2.8
Charge: +1
2S+1: 2
DFT total energy, eV: -10856.957
Gap between HOMO and LUMO (alpha / beta), eV: 14.7 / 10.6

Element x y z (Å)
1 H -0.11152 0.98063 -0.10616
2 H 0.19842 -0.65787 0.64810
3 S -0.08690 -0.32276 -0.54194

Atomic forces in eV per Å
-0.071 -0.211 -0.421
0.640 -1.094 2.524
-0.569 1.305 -2.104


[2]
ORCA calculation (ωB97M-V with the def2-TZVPD basis set) on a structure of composition C2H5NO2S at a distorted geometry.

Computed properties:
E_LUMO, eV: -0.29
HOMO, eV: -10.04
Relative energy (zero: lowest compared OMol25 entry of this formula, charge and spin), kJ/mol: 224.40
Largest force on an atom, eV/A: 5.1
Charge: 0
DFT total energy, eV: -18573.243
Gap between HOMO and LUMO, eV: 9.8

Element x y z (Å)
1 S -1.99640 0.11102 -0.21779
2 O -2.12521 -1.42441 -0.31278
3 H 0.82279 1.94794 0.62565
4 H 0.13283 -1.52091 -1.30708
5 O -2.33341 0.72965 -1.47561
6 C 0.82135 0.94377 0.89531
7 H 0.09809 0.67725 1.65414
8 H 1.96539 0.54593 1.15978
9 H 1.65864 -1.23945 -0.15977
10 C 0.69563 -0.94576 -0.62163
11 N 0.26030 0.17496 -0.24022

Atomic forces in eV per Å
-1.231 -4.741 -1.435
0.586 4.500 0.791
0.036 1.782 -0.113
-0.449 -0.716 -0.636
0.142 0.449 0.457
2.419 -3.819 -0.641
0.293 0.514 0.801
-3.011 1.081 -0.478
-0.367 -0.516 -0.668
1.743 1.632 1.633
-0.161 -0.166 0.289


[3]
ORCA calculation (ωB97M-V with the def2-TZVPD basis set) on a structure of composition C47H46N3O3PRb at a distorted geometry.

Computed properties:
E_LUMO, eV: 2.01
HOMO, eV: -3.69
Relative energy (zero: lowest compared OMol25 entry of this formula, charge and spin), kJ/mol: 25.79
Largest force on an atom, eV/A: 1.3
Charge: -1
DFT total energy, eV: -70040.883
Gap between HOMO and LUMO, eV: 5.7

Element x y z (Å)
1 C 2.19066 0.41234 4.09396
2 H 2.87313 1.09905 3.58541
3 C -2.72285 -5.01725 1.34431
4 H -3.66038 -5.40046 -0.52579
5 H -1.51599 -1.69766 -0.24756
6 C -1.44583 -1.58302 -5.98886
7 H -3.08807 0.53190 2.57045
8 Rb 0.31522 0.13363 0.36265
9 H 1.12884 -1.88944 -1.33066
10 H -3.38757 1.09343 -5.10311
11 H -1.78458 -5.31499 3.90965
12 C -0.33856 -2.26221 3.42554
13 H 1.81282 5.39804 -2.90251
14 C 4.98482 -3.54514 2.80913
15 H -4.50629 4.86063 -4.16512
16 C -2.61062 0.34366 -5.00826
17 C 0.48723 -1.19917 5.51374
18 H 2.15234 3.33853 -4.23650
19 C -0.71621 -3.47972 4.07271
20 C -2.36791 -0.56876 -6.07656
21 C 2.95974 -2.69600 1.61136
22 H 5.12038 1.38323 0.34278
23 C -0.67317 -1.75025 -4.80576
24 C -5.67630 3.57900 -2.89944
25 H 0.67615 1.38773 -3.90078
26 C 2.85728 2.42104 -0.32057
27 H 0.22206 1.80019 3.17904
28 N 4.23658 -3.15504 1.62885
29 C -3.06313 -4.71018 0.05724
30 H 1.25954 -0.26876 7.29136
31 C 0.24688 -2.79154 -4.50051
32 H -4.44424 0.90189 -1.22263
33 C 0.08041 3.50573 1.87642
34 C 1.30722 -0.32588 6.21003
35 C -0.68069 3.48264 -1.63007
36 H -6.59662 4.13031 -3.05273
37 H -2.67399 1.53369 3.98703
38 C -3.31937 3.28165 -3.31980
39 H 5.97342 -3.87881 2.50525
40 H 2.66178 2.68366 1.82016
41 C -0.86910 -0.79354 -3.80065
42 H -2.94841 -0.46707 -6.98735
43 H 0.70503 4.22683 2.41256
44 H -0.86240 3.09273 3.74476
45 C -3.26909 2.15205 -2.49821
46 C -0.21859 -0.73915 -2.54925
47 H -0.34889 -3.68337 5.06936
48 H 5.09144 -2.70589 3.49472
49 C 2.18396 0.47819 5.48737
50 H 3.77059 2.96264 -0.59445
51 H 4.05790 0.93683 1.70966
52 H 2.84784 1.15860 6.01386
53 H 1.51161 -3.63678 -3.01873
54 O -1.62166 1.89277 2.23783
55 C 0.84946 -2.81044 -3.26505
56 C -0.51437 2.32014 -2.38477
57 H -3.04541 -5.95067 1.79326
58 H 2.15226 2.49171 -1.14648
59 H -6.56146 2.13689 -1.57847
60 H 4.51059 -0.28628 0.51241
61 C -2.26956 0.99476 3.12074
62 H 3.58708 -2.52090 -1.48797
63 H 4.48680 -4.36191 3.32899
64 C 0.54574 -1.26417 4.11335
65 C -1.85616 0.21890 -3.87497
66 H -1.58280 0.22161 3.47116
67 H -2.41304 3.62193 -3.81522
68 C 4.68609 -3.14267 0.32421
69 H -1.31697 -2.26741 -6.82224
70 C -1.50812 -2.90965 1.53580
71 H -0.73517 4.04767 1.38812
72 H -0.22277 -1.80652 6.07022
73 C 0.52455 2.28457 -3.31284
74 P -1.76075 0.95709 -2.17471
75 O 0.83101 2.85695 0.85952
76 C 1.38207 -0.44697 3.31757
77 H -2.87043 -3.26481 -1.55589
78 C 4.26512 0.76561 0.64811
79 C -1.50027 -4.38447 3.42972
80 H 2.43380 4.15832 0.85364
81 C -0.52160 2.53638 2.85924
82 C -5.65347 2.46272 -2.07413
83 C 1.35723 3.38491 -3.50105
84 C 0.14908 4.58048 -1.80725
85 C 3.63674 -2.68284 -0.42061
86 H 2.37588 -2.54061 2.50904
87 C -1.87371 -2.61720 0.19789
88 N -0.73888 -2.00163 2.20405
89 H -1.48410 3.52321 -0.90171
90 C 0.62813 -1.79006 -2.28994
91 C -4.46079 1.76890 -1.87836
92 C 2.22838 3.08265 0.89388
93 N 2.56705 -2.39983 0.39846
94 C 1.16945 4.53844 -2.75286
95 H 0.00259 5.47114 -1.20686
96 C -4.50038 3.98812 -3.52096
97 H 5.68745 -3.44512 0.06250
98 C -1.93163 -4.12560 2.10816
99 C -2.62432 -3.49611 -0.52586
100 O 3.14412 1.04075 -0.16344
101 H 0.44119 -3.58055 -5.21971

Atomic forces in eV per Å
-0.018 -0.073 0.166
0.021 -0.014 0.016
0.024 0.030 0.033
0.003 0.014 -0.002
-0.181 -0.097 -0.106
0.032 -0.010 0.079
0.038 0.010 -0.001
0.209 -0.236 0.129
0.105 -0.132 -0.130
0.008 0.007 -0.005
0.000 -0.006 0.005
0.082 0.070 0.067
-0.008 -0.008 0.008
-0.061 0.049 -0.101
0.013 -0.004 -0.002
-0.029 -0.048 -0.020
-0.023 -0.004 0.004
-0.016 -0.016 0.009
0.043 0.002 0.067
-0.012 0.062 0.078
0.008 0.030 -0.017
0.015 -0.017 0.000
0.023 -0.022 -0.041
0.089 -0.039 0.019
-0.007 0.003 -0.009
0.038 -0.145 0.136
0.026 -0.031 0.047
0.104 -0.001 0.056
0.037 0.089 -0.063
-0.001 0.005 0.000
-0.068 0.071 0.020
-0.021 0.012 -0.009
0.075 0.046 -0.099
0.023 0.011 -0.062
0.089 -0.028 -0.002
0.001 -0.007 -0.003
-0.018 0.007 0.008
0.028 0.018 -0.080
0.033 -0.009 -0.020
-0.011 0.036 0.019
-0.266 0.103 0.136
-0.006 0.007 0.011
0.042 0.009 -0.010
-0.050 -0.001 0.023
-0.006 -0.141 0.076
0.396 -0.216 0.145
-0.006 -0.012 -0.013
-0.017 0.041 0.004
-0.036 -0.053 -0.103
0.073 -0.005 -0.004
0.001 0.002 -0.023
0.001 0.028 -0.009
0.001 0.009 -0.008
0.119 0.002 0.008
-0.018 0.101 0.051
-0.131 0.023 -0.064
0.009 0.010 0.011
0.018 0.039 -0.071
0.021 -0.008 0.001
-0.027 0.004 -0.008
0.004 0.033 -0.057
-0.002 -0.011 0.085
-0.027 -0.023 -0.002
-0.126 -0.177 -0.094
0.275 -0.253 0.048
0.019 -0.002 0.003
-0.060 -0.030 0.013
-0.088 -0.001 0.028
0.004 0.005 0.017
0.061 0.100 -0.029
0.037 0.066 -0.026
0.035 0.018 -0.011
0.010 -0.028 -0.002
-0.851 0.851 -0.375
0.035 0.061 0.203
0.107 0.289 0.230
0.004 -0.017 0.035
-0.068 0.033 0.067
0.000 -0.029 0.048
-0.037 0.090 0.004
-0.114 -0.046 0.007
0.113 0.000 -0.025
-0.056 -0.050 0.017
0.058 -0.052 -0.035
-0.052 0.038 0.156
0.066 -0.005 -0.099
0.073 0.043 0.086
-0.140 -0.106 -0.165
0.015 0.026 -0.020
0.147 -0.235 -0.273
0.026 0.059 -0.049
-0.020 -0.070 0.026
0.103 -0.063 -0.183
-0.063 -0.013 0.053
-0.014 0.003 0.004
0.012 -0.072 0.058
-0.066 -0.017 0.025
-0.027 -0.031 -0.031
-0.059 -0.102 -0.011
-0.143 0.133 -0.055
-0.007 0.014 -0.019


[4]
ORCA calculation (ωB97M-V with the def2-TZVPD basis set) on a structure of composition C40H38BN4O4P2Se2W at a distorted geometry.

Computed properties:
E_LUMO (alpha / beta), eV: -5.03 / -5.02
HOMO (alpha / beta), eV: -9.71 / -9.71
Largest force on an atom, eV/A: 4.8
Charge: +1
DFT total energy, eV: -208015.139
Gap between HOMO and LUMO (alpha / beta), eV: 4.7 / 4.7

Element x y z (Å)
1 C 3.32941 1.63074 2.59312
2 H 7.41765 -1.24779 -1.84611
3 H 5.24982 -1.95801 -2.79947
4 C 3.45136 4.49433 0.13359
5 C -6.63127 -1.40418 0.64863
6 H 2.37779 0.24848 -3.31750
7 C 6.49833 -1.04904 -1.31472
8 N -1.48607 -0.08474 1.75854
9 C 3.33416 0.63554 -3.64545
10 H 1.78859 0.00210 5.72544
11 O -1.68365 -0.70059 -2.12959
12 H -7.47722 -4.57399 -0.18180
13 H 3.88450 5.81848 1.74876
14 C 5.93195 3.36266 0.64077
15 H 1.67289 -1.16298 3.54236
16 H 2.88725 2.20345 5.89142
17 C 1.63114 1.70132 -1.10498
18 H 5.40262 0.24630 1.61367
19 H -8.95087 -0.33154 -0.13687
20 N 0.33837 1.95632 -1.40969
21 H -10.79032 -3.44960 0.54091
22 H 6.90433 2.93054 0.82572
23 H -10.28863 -1.85092 2.26202
24 C 3.82263 1.81644 -3.10314
25 H 7.47904 -0.15935 0.36705
26 B -3.14078 -1.13446 -0.03485
27 C -9.43342 -1.28671 -0.32010
28 H 5.89167 -0.06428 -5.73846
29 H -5.10197 -4.69938 -0.79514
30 H -10.50682 -1.14350 -0.22422
31 H 2.49268 4.94520 -0.08633
32 C -1.58451 0.29612 2.86585
33 C 4.11214 -1.20224 -1.15975
34 C 5.36179 -0.20287 0.63234
35 H 5.50330 2.02977 -0.97503
36 C 4.07985 -0.03367 -4.59987
37 H -0.53188 -3.30645 -2.93148
38 W -1.01455 -0.59558 -0.19571
39 H -1.43302 -2.30059 -4.09509
40 N 0.36169 0.74960 0.40415
41 H -9.21683 -1.59064 -1.34232
42 C 4.13856 -0.55800 0.07811
43 C -7.44238 -2.51980 0.43201
44 C -9.73214 -3.64603 0.37987
45 H -1.71974 1.88838 4.17135
46 H 3.88692 3.23583 3.88128
47 C 2.83646 1.69353 4.94101
48 H -8.82554 -2.67923 2.80086
49 C 5.28257 -1.44182 -1.85337
50 Se 1.71339 4.29567 -2.94425
51 C 5.14739 2.85916 -0.38231
52 C -6.86519 -3.69675 -0.05120
53 C 5.02261 2.35763 -3.55396
54 Se -0.38437 -2.78970 0.32238
55 P 2.51307 -0.49840 0.90288
56 C 6.53270 -0.43857 -0.07156
57 C 4.23788 4.98488 1.16110
58 C 1.65417 0.87159 0.02773
59 H 6.07848 4.77988 2.23663
60 H 3.70342 -0.95259 -5.02181
61 C -5.52542 -3.78984 -0.40019
62 H 3.75003 2.09412 1.71170
63 C 5.76900 1.67220 -4.49371
64 N -0.42137 1.34733 -0.53170
65 H 0.36402 -2.29160 -4.06235
66 O -3.42130 -2.42884 -0.46550
67 C 3.89828 3.41921 -0.62844
68 P 2.81424 2.76952 -1.94160
69 C 2.72056 0.38438 2.49640
70 H -7.01535 -0.47754 1.03837
71 C 5.30346 0.47231 -5.00955
72 C -0.58308 -1.26123 -2.45060
73 H -9.61095 -3.96879 -0.65158
74 O -4.29918 -0.56825 0.46722
75 C -4.74914 -2.66369 -0.21683
76 C 2.15256 -0.19706 3.62646
77 C 5.47339 4.41081 1.42235
78 H 6.71127 2.08108 -4.82721
79 C -1.74812 0.79676 4.18491
80 H 5.36102 3.31138 -3.16924
81 H -2.70488 0.45878 4.58319
82 C -9.21592 -1.93771 2.10658
83 H -0.95161 0.42606 4.83076
84 O 0.43322 -0.88795 -1.80521
85 C -8.93881 -2.36650 0.65851
86 H 3.16026 -1.53475 -1.55543
87 C 3.39476 2.27607 3.81374
88 C -0.54593 -2.35244 -3.46897
89 C 2.21415 0.45870 4.84472
90 H -8.76567 -0.97711 2.33986
91 C -5.29566 -1.50525 0.33978
92 H -9.43924 -4.45015 1.05013

Atomic forces in eV per Å
0.024 -0.009 -0.009
0.048 0.005 -0.042
0.011 -0.005 -0.121
-0.117 -0.022 0.004
0.460 0.111 0.043
-0.032 -0.066 0.004
-0.043 -0.029 0.027
-1.164 1.338 4.457
0.054 0.107 0.051
-0.037 -0.071 0.120
-0.952 0.005 0.515
-0.098 -0.050 -0.052
-0.009 0.067 0.078
0.120 -0.018 0.065
-0.020 -0.111 0.035
0.011 0.016 0.088
-0.858 0.234 0.562
0.029 0.072 0.069
0.059 0.145 -0.004
-0.233 -0.422 0.038
-0.069 0.011 0.015
0.084 -0.039 0.051
-0.118 0.032 0.055
-0.241 -0.038 0.398
0.104 0.026 0.028
-1.766 -0.886 0.262
-0.011 -0.149 0.139
0.038 -0.034 -0.090
0.002 -0.116 -0.056
-0.149 -0.004 0.032
-0.035 0.025 -0.070
0.235 -1.404 -4.446
0.005 0.036 0.174
-0.073 -0.008 0.032
0.021 -0.027 -0.029
-0.060 0.026 -0.082
-0.049 0.088 -0.003
1.416 -4.552 0.303
0.045 -0.056 -0.009
1.183 0.630 -0.654
-0.002 0.030 -0.120
-0.119 -0.203 0.119
0.069 -0.153 -0.058
0.179 0.197 0.044
0.011 -0.062 -0.039
-0.007 0.069 0.015
-0.031 -0.023 0.004
0.017 -0.053 0.102
0.069 -0.041 -0.022
0.555 -0.392 0.336
-0.110 0.009 -0.016
-0.230 0.150 0.024
-0.046 -0.003 0.142
-0.779 2.569 -0.024
1.062 0.534 0.184
0.061 0.013 0.122
-0.062 -0.049 -0.011
-0.614 -0.890 0.540
0.101 0.088 0.033
-0.015 -0.127 -0.078
0.637 0.236 -0.024
0.049 0.067 -0.033
0.067 0.050 -0.023
0.826 1.846 -0.262
0.005 0.055 0.037
0.337 -0.315 -0.274
-0.075 -0.419 -0.221
0.119 1.588 -1.193
-0.020 -0.251 -0.244
-0.146 0.146 0.059
-0.055 -0.050 -0.002
0.880 -0.477 -1.741
0.021 -0.107 -0.090
0.592 0.817 0.141
-0.793 0.654 0.409
0.115 0.026 -0.143
0.021 -0.003 0.010
0.056 0.015 -0.052
-0.118 0.200 0.923
0.055 -0.006 -0.018
-0.043 0.046 -0.015
0.023 -0.086 -0.211
0.079 0.024 -0.064
-0.255 -0.067 -0.066
-0.270 0.078 0.003
-0.040 -0.041 -0.106
0.076 0.128 0.010
-0.064 0.272 0.086
-0.055 0.032 0.161
0.067 0.124 0.044
-0.057 -0.940 -0.413
0.046 -0.161 0.040


[5]
ORCA calculation (ωB97M-V with the def2-TZVPD basis set) on the molecule C3H7N3O at a distorted geometry.

Computed properties:
E_LUMO, eV: -0.14
HOMO, eV: -7.84
Relative energy (zero: lowest compared OMol25 entry of this formula, charge and spin), kJ/mol: 668.61
Largest force on an atom, eV/A: 9.6
Charge: 0
DFT total energy, eV: -9736.104
Gap between HOMO and LUMO, eV: 7.7

Element x y z (Å)
1 O 1.40294 1.66988 0.07371
2 H -0.47943 -2.42818 -0.01532
3 N -0.13322 -0.45076 -0.23346
4 N -0.24509 -0.17481 1.08302
5 C -1.39706 -0.55089 1.82607
6 H -0.69124 -1.89128 -1.68151
7 H -1.87002 -1.48863 1.56049
8 H -2.02755 -1.57567 -0.24455
9 C 0.50117 0.17525 -1.14540
10 H 0.76968 1.22583 0.61398
11 C -0.89919 -1.62564 -0.58284
12 N 1.10618 1.39384 -1.14296
13 H -1.37947 -0.25327 2.82040
14 H 0.12985 -0.31808 -2.17639

Atomic forces in eV per Å
1.875 3.144 3.456
0.162 -0.780 0.476
-3.969 -4.791 5.383
-3.799 1.405 2.372
5.264 -0.681 -4.347
-0.948 0.460 1.698
-0.561 0.443 0.159
2.127 0.329 -1.411
1.956 4.876 -7.999
-0.662 -0.483 2.025
-1.218 -0.786 -1.666
-1.923 -5.775 -3.733
0.112 0.715 1.509
1.583 1.924 2.078